# 1
122
Properties=species:S:1:pos:R:3:forces:R:3:mulliken_charge:R:1 method="wB97M-V/def2-TZVPD" homo_energy_ev="-6.95 / -7.07" max_force_ev_per_a=4.18 charge=+1 homo_lumo_gap_ev="2.64 / 2.80" e_lumo_ev="-4.307 / -4.267" multiplicity=2 s_squared=1.02
Ru 0.334 -0.332 -0.763 2.5 -2.3 -0.9 -0.22
N 3.821 2.105 -1.662 -1.1 -0.9 -1.9 0.22
C 4.496 2.655 -0.606 1.1 0.9 2.2 -0.39
C 5.639 3.422 -0.839 -0.8 -0.5 -0.2 -0.91
C 6.319 3.999 0.212 -0.1 0.1 0.9 -0.68
C 5.853 3.837 1.517 0.6 0.3 -0.6 -0.89
C 4.737 3.067 1.765 -0.7 -0.5 -0.3 -0.75
C 4.058 2.452 0.717 1.0 0.4 -1.3 0.56
S 2.727 1.362 1.046 0.1 -0.2 1.4 0.09
N 2.153 0.939 -0.426 0.5 0.9 -3.5 0.90
C 2.670 1.352 -1.603 0.3 0.1 4.2 0.82
C 2.029 0.964 -2.801 -1.5 -0.9 -2.3 0.00
C 2.485 1.328 -4.100 0.1 0.1 1.5 -1.32
C 1.884 0.815 -5.213 -0.9 -0.7 -0.3 -0.91
C 0.806 -0.067 -5.055 0.7 0.5 0.0 -1.16
C 0.373 -0.346 -3.777 -0.4 -0.3 -0.4 0.44
N 0.921 0.152 -2.678 1.4 1.1 0.0 1.10
H 4.212 2.273 -2.577 -0.1 0.0 0.3 0.11
H 5.986 3.552 -1.853 0.1 0.0 -0.2 0.44
H 7.214 4.570 0.022 0.1 0.1 0.0 0.40
H 6.378 4.306 2.332 0.0 0.0 0.1 0.45
H 4.381 2.920 2.772 -0.1 0.0 0.2 0.61
H 3.311 2.015 -4.219 0.0 0.0 0.0 0.51
H 2.232 1.063 -6.204 0.1 0.1 -0.1 0.49
H 0.321 -0.514 -5.906 -0.1 -0.1 -0.1 0.58
H -0.462 -1.016 -3.634 0.0 0.1 0.0 -0.71
N 1.406 -1.824 -0.936 -1.7 1.8 0.7 0.26
C 2.531 -2.412 -1.195 1.5 -1.2 -0.5 0.18
C 2.736 -3.156 -2.397 -0.4 0.2 0.0 -0.25
C 3.928 -3.786 -2.646 0.0 -0.1 -0.1 -0.83
C 4.968 -3.728 -1.724 0.0 0.0 0.0 -0.37
C 4.797 -3.021 -0.537 0.2 0.0 0.0 -0.79
C 3.618 -2.376 -0.264 -0.4 0.4 0.2 -0.31
H 1.925 -3.195 -3.108 -0.1 -0.1 -0.1 0.40
H 4.059 -4.338 -3.567 0.0 0.0 0.0 0.42
H 5.900 -4.236 -1.922 0.1 0.0 0.0 0.41
H 5.605 -2.984 0.181 0.0 0.0 0.0 0.43
H 3.478 -1.822 0.654 0.0 0.0 0.1 0.55
N -2.240 5.220 -2.856 -0.1 -0.2 0.1 -0.42
C -2.289 4.065 -2.174 -0.9 0.1 0.2 0.54
N -3.489 3.572 -1.816 0.3 0.1 -0.3 -0.28
N -1.156 3.491 -1.874 0.9 0.4 -0.4 -0.70
C -0.953 2.378 -1.291 -0.1 -0.6 0.6 0.79
N -0.638 1.386 -0.769 -0.9 1.2 -0.3 -0.02
H -3.068 5.676 -3.194 0.0 0.0 0.1 0.19
H -1.343 5.587 -3.117 0.1 0.0 0.0 0.23
H -4.347 4.016 -2.087 0.0 0.0 0.1 0.21
H -3.538 2.697 -1.323 0.0 0.0 0.1 0.12
C -5.972 -0.262 -1.331 0.1 -0.2 -0.1 -1.21
C -5.293 -1.606 -1.546 -0.1 -0.1 0.2 0.06
C -4.499 -2.075 -0.329 0.1 0.0 -0.3 -0.93
C -3.253 -1.246 -0.042 0.6 -0.2 -0.1 -0.44
Ge -1.819 -1.252 -1.480 -1.5 -0.6 0.3 1.49
C -1.640 -3.107 -2.302 0.2 0.4 0.4 -0.91
C -2.579 -3.522 -3.427 0.2 0.4 -0.1 -0.99
C -2.388 -2.695 -4.693 -0.4 -0.2 0.0 0.23
C -3.291 -3.159 -5.827 0.2 0.2 0.1 -1.51
H -6.622 -0.027 -2.169 -0.1 0.1 -0.1 0.47
H -5.234 0.531 -1.237 0.1 0.2 0.1 -0.02
H -6.574 -0.287 -0.426 -0.1 0.1 0.1 0.37
H -4.621 -1.539 -2.405 -0.1 -0.1 -0.1 -0.13
H -6.055 -2.356 -1.767 0.0 0.0 -0.1 0.45
H -4.203 -3.114 -0.490 0.0 -0.2 0.1 0.20
H -5.156 -2.050 0.546 0.0 -0.1 0.0 0.63
H -2.808 -1.607 0.887 0.1 0.1 0.0 -0.18
H -3.529 -0.209 0.149 0.1 0.1 0.0 0.69
H -2.469 -0.350 -2.574 0.3 0.1 0.0 -0.25
H -1.750 -3.826 -1.490 0.1 0.0 0.1 0.63
H -0.606 -3.197 -2.643 0.1 0.0 0.0 0.21
H -3.613 -3.436 -3.094 -0.1 -0.1 0.0 0.26
H -2.395 -4.573 -3.661 -0.1 -0.1 0.0 0.56
H -1.345 -2.752 -5.012 0.2 0.0 0.0 0.18
H -2.616 -1.652 -4.462 0.1 0.1 0.0 0.16
H -3.029 -4.166 -6.145 0.0 -0.1 -0.1 0.35
H -3.199 -2.493 -6.681 -0.1 0.0 -0.2 0.41
H -4.328 -3.159 -5.504 -0.2 0.0 0.0 0.32
C 0.591 4.344 1.036 -0.2 0.2 0.0 -0.79
C -0.386 4.355 2.216 0.2 -0.3 -0.2 0.13
C -1.705 3.667 1.848 0.1 0.2 0.0 -1.07
C 0.268 3.721 3.413 0.2 -0.8 0.0 0.18
C 0.613 4.512 4.482 0.1 -0.2 0.5 -0.68
C 1.222 3.984 5.614 0.0 0.1 0.2 -1.31
C 1.443 2.616 5.698 0.0 0.6 0.1 -0.79
C 1.139 1.770 4.657 -0.2 0.3 -0.8 -0.12
C 1.280 0.288 4.876 -0.2 0.1 -0.3 0.14
C 2.122 -0.419 3.817 -0.1 -0.1 0.3 -0.67
C -0.124 -0.322 4.965 0.3 -0.1 0.1 -1.18
C 0.606 2.304 3.410 0.5 1.4 1.8 0.41
O 0.483 1.603 2.380 -1.0 -1.4 -1.4 0.51
H 0.189 4.920 0.205 0.0 0.1 -0.2 0.45
H 0.752 3.319 0.712 0.1 -0.1 0.0 -0.54
H 1.545 4.780 1.334 0.1 0.0 0.0 0.35
H -0.605 5.399 2.473 0.0 -0.1 0.0 0.65
H -1.519 2.640 1.546 0.0 -0.1 0.1 -0.21
H -2.185 4.202 1.027 -0.2 0.1 -0.2 0.30
H -2.380 3.668 2.703 -0.1 0.0 0.0 0.43
H 0.399 5.571 4.448 -0.1 0.2 0.0 0.41
H 1.491 4.629 6.435 0.0 0.1 0.1 0.34
H 1.861 2.207 6.610 0.0 -0.1 0.1 0.42
H 1.771 0.147 5.845 0.0 0.0 0.0 0.64
H 1.622 -0.383 2.854 0.0 0.0 0.0 -0.51
H 2.283 -1.456 4.108 0.1 -0.3 0.0 0.54
H 3.095 0.058 3.727 0.1 0.0 0.0 0.35
H -0.587 -0.323 3.980 -0.1 0.1 -0.1 0.02
H -0.745 0.256 5.650 0.0 0.0 0.0 0.44
H -0.067 -1.341 5.343 -0.1 -0.3 0.1 0.35
N -0.203 -1.062 1.061 -0.4 -0.9 0.6 -0.27
C -0.294 -2.079 1.620 0.1 1.2 -0.3 0.29
N -0.508 -3.250 2.121 0.0 -0.3 0.0 0.05
C -1.455 -4.148 1.475 -0.7 -0.3 -0.1 0.36
C -2.679 -4.334 2.379 0.1 0.0 -0.2 -0.70
O -2.285 -4.808 3.645 -0.1 -0.2 -0.1 -0.44
C -1.401 -3.915 4.282 0.4 0.2 0.1 -0.69
C -0.129 -3.705 3.444 0.0 -0.2 0.8 -0.07
H -0.963 -5.118 1.344 0.0 0.1 -0.1 0.46
H -1.744 -3.751 0.503 0.0 0.0 0.1 -0.71
H -3.351 -5.082 1.953 0.1 0.1 0.0 0.41
H -3.225 -3.382 2.481 0.1 -0.1 0.0 0.40
H -1.146 -4.372 5.238 0.0 0.1 0.0 0.45
H -1.900 -2.949 4.458 0.1 -0.1 0.0 0.37
H 0.384 -4.667 3.327 0.0 0.1 0.0 0.34
H 0.546 -2.991 3.912 -0.1 0.0 0.0 -0.07

---

# 2
64
Properties=species:S:1:pos:R:3:forces:R:3:mulliken_charge:R:1 method="wB97M-V/def2-TZVPD" homo_energy_ev="1.72 / 0.67" max_force_ev_per_a=10.44 charge=-2 homo_lumo_gap_ev="2.67 / 3.73" e_lumo_ev="4.392 / 4.400"
Ca -0.778 0.871 -0.583 -4.1 6.2 -2.1 2.47
N -3.001 1.496 -0.225 -1.8 1.7 -1.2 -0.40
N -3.537 0.795 0.821 -1.4 -1.7 2.4 -0.35
C -2.780 -0.175 1.550 -0.7 -1.0 1.5 0.11
N -3.441 -0.847 2.623 -1.4 1.0 -0.5 -0.42
N -1.562 -0.386 1.206 2.1 -0.7 -0.6 -0.08
N -0.641 -1.285 1.778 -7.7 5.0 -1.8 0.29
O -0.928 -1.983 2.701 -2.0 -4.0 5.4 -1.01
O 0.464 -1.355 1.329 5.7 -0.2 -3.3 -0.09
H -3.062 2.538 -0.047 0.6 -1.4 -0.4 0.35
H -3.568 1.346 -1.106 1.1 0.2 1.1 0.28
H -4.516 0.973 1.088 1.1 -0.3 0.0 0.16
H -4.423 -0.611 2.826 1.1 -0.1 -0.4 0.13
H -3.026 -1.560 3.227 0.4 0.7 -1.0 0.18
F -2.213 5.964 -1.790 0.6 -0.3 0.0 -0.24
C -0.885 5.934 -1.476 0.1 0.7 -0.3 0.44
F -0.645 7.234 -1.064 -0.1 -0.4 0.0 -0.35
F -0.179 5.857 -2.641 -0.6 -0.2 0.6 -0.24
C -0.489 4.950 -0.404 0.4 -1.8 1.2 -0.07
C 0.044 5.482 0.803 0.0 1.8 -0.3 -0.38
C 0.461 4.703 1.896 0.1 -0.8 0.5 -0.80
C 0.366 3.330 1.841 -0.2 1.3 -0.6 -0.41
N -0.114 2.694 0.775 -2.0 0.0 -3.8 -0.66
C -0.589 3.557 -0.469 -0.2 0.6 -0.4 0.06
S -1.398 2.968 -2.328 0.7 0.3 2.8 -0.32
H 0.144 6.564 0.904 0.0 -0.3 -0.1 0.28
H 0.858 5.183 2.784 0.0 0.0 0.0 0.31
H 0.677 2.700 2.665 0.1 -0.1 0.1 0.38
C -3.429 -1.290 -2.677 -0.3 -0.2 -0.2 -1.42
P -1.629 -1.133 -2.364 0.1 -0.3 -0.4 1.36
C -1.009 -1.063 -4.089 0.0 0.0 -0.2 -1.36
C -1.224 -2.873 -1.949 -0.1 -0.3 0.0 -1.22
H -3.649 -2.097 -3.382 0.0 0.0 0.0 0.43
H -3.826 -0.359 -3.092 0.1 0.0 0.0 0.35
H -3.961 -1.498 -1.744 0.1 0.0 0.0 0.30
H -1.400 -1.886 -4.694 -0.1 -0.1 0.0 0.38
H 0.083 -1.119 -4.103 -0.1 0.1 0.2 0.30
H -1.305 -0.122 -4.562 0.1 0.0 0.2 0.34
H -1.599 -3.569 -2.705 -0.1 0.0 -0.1 0.47
H -1.664 -3.147 -0.986 0.1 0.1 0.0 0.31
H -0.140 -3.004 -1.875 -0.4 0.2 0.0 0.05
C 2.194 -2.160 -1.266 0.6 -0.6 -0.1 -2.16
C 2.337 -1.342 0.043 0.1 0.8 -2.0 2.04
C 3.458 -0.303 -0.189 0.6 0.1 -0.1 -1.92
C 1.056 -0.605 0.203 -2.1 0.6 1.8 -1.96
C 2.711 -2.189 1.262 0.5 -0.3 0.0 0.13
C 3.215 -3.498 1.141 -0.1 0.4 0.2 -0.44
C 3.646 -4.219 2.259 -0.1 0.3 0.1 -0.75
C 3.584 -3.646 3.524 0.0 -0.2 -0.1 -0.35
C 3.086 -2.355 3.673 -0.1 0.2 -0.6 -0.98
C 2.654 -1.635 2.555 0.6 -0.2 0.4 0.11
H 1.867 -1.525 -2.100 0.1 0.2 0.5 0.21
H 1.450 -2.959 -1.160 0.4 0.1 0.3 0.54
H 3.143 -2.616 -1.571 0.2 -0.2 -0.1 0.44
H 3.250 0.320 -1.069 -0.3 -0.2 0.2 0.33
H 4.428 -0.790 -0.349 0.1 -0.1 0.0 0.46
H 3.568 0.378 0.663 -0.2 -0.2 -0.1 0.37
H 0.357 0.064 -0.345 8.2 -6.1 2.1 0.31
H 3.303 -3.984 0.173 -0.1 0.2 0.1 0.28
H 4.040 -5.224 2.134 -0.1 0.1 0.0 0.35
H 3.930 -4.202 4.391 0.0 0.0 0.0 0.35
H 3.042 -1.901 4.658 0.0 0.0 -0.1 0.34
H 2.288 -0.621 2.699 0.0 -0.2 -0.2 0.43
H 0.908 1.230 -1.792 0.4 -0.6 -0.3 -0.06

---

# 3
26
Properties=species:S:1:pos:R:3:forces:R:3:mulliken_charge:R:1 method="wB97M-V/def2-TZVPD" homo_energy_ev="-6.23 / -6.68" max_force_ev_per_a=1.88 e_above_lowest_kj_mol=403.9 homo_lumo_gap_ev="7.02 / 7.61" e_lumo_ev="0.786 / 0.929"
C -0.358 -0.621 -1.194 -1.1 -1.1 -1.1 1.06
C 1.559 0.145 0.093 0.2 0.3 0.0 0.70
C -1.169 -0.147 -2.363 0.2 0.0 0.3 -1.33
C -0.721 -1.907 -0.518 0.3 0.5 0.2 -1.40
C -2.265 0.914 1.663 0.0 -0.1 0.2 -0.77
C 1.971 -1.021 0.944 -0.5 0.1 -0.1 -1.39
C 2.582 1.230 -0.095 -0.3 -0.3 -0.1 -1.50
N -1.348 1.609 0.775 0.5 0.4 0.0 -0.43
O 0.725 0.050 -0.977 0.9 0.7 0.9 -0.20
H -1.218 2.568 1.084 -0.2 -0.1 -0.1 0.27
H -0.404 1.212 0.828 -0.3 -0.1 -0.1 0.11
H -1.555 -2.376 -1.036 0.0 0.1 0.0 0.37
H -2.170 0.156 -2.039 0.0 0.1 0.0 0.26
H -1.293 -0.945 -3.098 0.0 0.0 -0.1 0.35
H -0.682 0.701 -2.843 -0.1 0.0 0.0 0.33
H 0.114 -2.611 -0.529 0.0 -0.1 0.1 0.40
H -1.009 -1.742 0.527 0.0 -0.1 0.0 0.27
H -2.446 -0.085 1.267 0.0 -0.1 0.1 0.22
H -1.904 0.823 2.700 -0.2 0.0 -0.1 0.26
H -3.228 1.429 1.666 0.1 0.0 0.1 0.36
H 2.254 1.941 -0.847 0.0 0.1 -0.1 0.34
H 2.488 -0.636 1.822 0.0 0.1 -0.1 0.41
H 2.668 -1.690 0.423 0.0 -0.1 0.0 0.29
H 1.125 -1.600 1.312 0.1 -0.1 0.0 0.31
H 3.552 0.828 -0.404 0.2 0.0 0.0 0.36
H 2.732 1.774 0.838 0.1 0.0 0.1 0.35

---

no.,total energy (eV)
1,-136591.7778
2,-80964.2946
3,-11068.9525